# 1
Density functional theory data (ωB97M-V/def2-TZVPD) for a molecular structure, C22H31N3O2.

Geometry as XYZ:
```
58
Properties=species:S:1:pos:R:3:lowdin_charge:R:1
O -3.58 -1.56 1.10 0.009
C -3.17 -0.59 0.35 -0.408
N -1.93 -0.32 -0.19 0.148
H -1.80 0.42 -0.66 0.033
C -0.99 -1.54 -0.12 -0.311
C -0.42 -1.79 -1.26 -0.167
H -1.14 -2.44 -1.74 0.144
H -0.22 -0.74 -1.98 0.217
C 0.95 -2.36 -1.29 -0.300
N 1.91 -1.65 -0.34 0.018
C 2.50 -0.38 -0.92 -0.520
O 2.43 -0.30 -2.25 -0.043
N 3.32 0.04 -0.22 0.161
H 3.57 -0.03 0.84 0.195
C 4.13 1.24 -0.80 -0.099
C 3.23 2.45 -0.91 -0.205
C 2.77 2.98 0.27 -0.214
C 3.82 3.50 1.24 -0.174
C 4.79 2.44 1.49 -0.304
C 5.22 1.68 0.43 -0.166
H 5.89 2.30 -0.28 0.161
H 5.69 0.84 0.76 0.081
H 5.50 2.74 2.26 0.123
H 3.99 1.69 2.29 0.196
H 3.45 4.20 1.81 0.054
H 4.59 4.30 0.65 0.182
H 2.15 3.83 -0.06 0.154
H 2.11 2.60 0.70 0.002
H 3.85 3.16 -1.46 0.141
H 2.53 2.13 -1.63 0.110
H 4.60 0.97 -1.65 0.099
C 1.33 -1.57 0.89 -0.409
C 1.36 -2.92 1.63 -0.126
C 0.55 -4.10 0.73 -0.123
H -0.54 -3.91 0.87 0.097
C 1.01 -3.63 -0.67 -0.208
H 0.33 -4.41 -1.52 0.189
H 1.98 -4.22 -0.57 0.132
H 0.78 -4.94 1.12 0.020
H 0.78 -2.79 2.71 0.144
H 2.44 -3.37 1.87 0.138
H 1.90 -0.89 1.89 0.187
C -0.09 -0.84 1.05 -0.033
H -0.46 -0.94 2.05 0.102
H 0.11 0.30 0.67 0.157
H 1.61 -2.43 -2.21 0.177
H -1.42 -2.35 0.50 0.139
C -4.15 0.37 0.10 -0.130
C -4.23 1.34 -1.23 0.128
C -5.31 2.31 -1.30 -0.159
C -6.11 2.59 -0.44 -0.205
C -6.15 1.86 0.74 -0.033
C -5.07 0.87 0.91 -0.065
H -5.22 0.14 2.01 0.191
H -6.81 1.97 1.65 0.118
H -6.81 3.43 -0.36 0.128
H -5.18 2.74 -2.35 0.138
H -3.62 1.01 -1.84 -0.012
```

Net charge: 0
Relative energy (zero: lowest compared OMol25 entry of this formula, charge and spin), eV: 19.580

# 2
Density functional theory data (ωB97M-V/def2-TZVPD) for C22H31N3O7S in the gas phase.

Geometry as XYZ:
```
64
Properties=species:S:1:pos:R:3:lowdin_charge:R:1
O 2.28 0.61 -0.40 0.091
C 1.72 0.76 -1.46 -0.422
N 0.90 -0.21 -1.95 0.203
C 0.08 -0.24 -3.08 -0.497
O 0.17 0.53 -4.01 0.074
N -0.81 -1.25 -3.02 0.120
H -0.85 -1.83 -2.20 0.134
C -1.78 -1.51 -4.06 -0.318
C -1.60 -2.92 -4.63 -0.150
C -2.63 -3.18 -5.73 -0.201
C -4.04 -3.00 -5.20 -0.211
C -4.22 -1.60 -4.63 -0.200
C -3.20 -1.33 -3.53 -0.151
H -3.32 -0.32 -3.14 0.119
H -3.37 -2.04 -2.70 0.118
H -5.24 -1.48 -4.23 0.109
H -4.09 -0.86 -5.43 0.116
H -4.77 -3.17 -6.00 0.108
H -4.24 -3.74 -4.42 0.113
H -2.50 -4.19 -6.12 0.109
H -2.46 -2.48 -6.55 0.116
H -0.59 -3.03 -5.02 0.118
H -1.74 -3.65 -3.82 0.119
H -1.59 -0.77 -4.85 0.152
H 0.73 -0.95 -1.27 0.115
C 1.92 2.01 -2.31 -0.042
H 1.13 2.11 -3.05 0.118
H 2.90 1.98 -2.79 0.149
O 1.95 3.16 -1.46 0.036
C 0.93 3.26 -0.61 -0.490
O 0.04 2.45 -0.54 0.130
C 1.06 4.48 0.27 -0.071
H 0.07 4.76 0.61 0.120
H 1.49 5.30 -0.32 0.125
C 1.98 4.15 1.46 -0.121
C 1.53 2.91 2.17 -0.219
C 2.39 1.82 2.30 -0.018
C 1.97 0.66 2.93 -0.054
C 0.68 0.59 3.42 -0.273
C -0.18 1.67 3.32 -0.050
C 0.25 2.83 2.70 -0.013
H -0.42 3.67 2.64 0.121
H -1.17 1.58 3.74 0.114
S 0.09 -0.92 4.18 0.676
O -1.09 -0.61 4.92 -0.280
O 1.19 -1.58 4.83 -0.280
N -0.39 -1.93 2.95 -0.232
C -1.49 -1.52 2.12 -0.151
H -2.06 -0.78 2.67 0.120
C -0.99 -0.95 0.78 -0.160
H -1.82 -0.77 0.10 0.131
H -0.45 -0.01 0.94 0.120
O -0.14 -1.88 0.14 -0.185
C 1.00 -2.18 0.94 -0.166
C 0.58 -2.77 2.28 -0.153
H 1.43 -2.87 2.95 0.118
H 0.13 -3.76 2.12 0.134
H 1.59 -2.90 0.37 0.136
H 1.58 -1.26 1.08 0.102
H -2.12 -2.39 1.92 0.136
H 2.63 -0.18 3.06 0.120
H 3.39 1.88 1.90 0.121
H 3.00 4.02 1.09 0.121
H 1.97 5.00 2.15 0.125
```

Energy, a.u.: -1946.1326
Net charge: 0

# 3
Density functional theory data (ωB97M-V/def2-TZVPD) for C22H31N3OS2 in the gas phase.

Geometry as XYZ:
```
59
Properties=species:S:1:pos:R:3:lowdin_charge:R:1
C 0.31 -5.71 0.00 -0.088
H 0.48 -6.65 -0.54 0.095
O 1.43 -4.91 -0.27 -0.092
C 1.49 -3.67 0.29 -0.299
C 2.64 -2.92 0.00 -0.001
C 2.79 -1.65 0.50 -0.012
C 1.80 -1.08 1.30 -0.267
C 0.67 -1.83 1.60 -0.017
C 0.51 -3.10 1.10 -0.022
H -0.38 -3.66 1.36 0.108
H -0.09 -1.41 2.25 0.121
N 2.01 0.20 1.83 0.035
C 1.06 1.06 2.32 -0.811
N -0.12 1.17 1.66 -0.104
C -0.21 0.96 0.22 -0.154
H 0.65 0.40 -0.11 0.106
C -1.47 0.21 -0.21 -0.148
H -2.36 0.82 -0.03 0.087
C -1.39 -0.10 -1.72 -0.179
N -0.34 -1.05 -1.99 -0.170
C -0.74 -2.44 -2.05 -0.198
H -1.32 -2.65 -1.15 0.113
H 0.18 -3.03 -2.01 0.112
C -1.55 -2.89 -3.28 -0.180
C -0.89 -2.56 -4.61 -0.200
C -0.92 -1.06 -4.93 -0.203
C 0.26 -0.27 -4.36 -0.180
H 1.13 -0.40 -5.00 0.107
C 0.69 -0.66 -2.92 -0.192
H 1.39 -1.49 -2.97 0.116
H 1.23 0.19 -2.49 0.114
H 0.00 0.79 -4.38 0.099
H -0.92 -0.92 -6.01 0.105
H -1.85 -0.65 -4.55 0.103
H -1.43 -3.09 -5.40 0.106
H 0.14 -2.93 -4.61 0.114
H -1.70 -3.97 -3.20 0.106
H -2.54 -2.42 -3.25 0.102
H -2.37 -0.47 -2.05 0.118
H -1.19 0.83 -2.25 0.126
H -1.55 -0.72 0.34 0.106
H -0.20 1.94 -0.27 0.126
C -1.17 1.99 2.24 -0.212
C -1.23 3.36 1.65 -0.516
C -0.40 4.41 1.88 -0.131
C -0.74 5.56 1.12 -0.182
C -1.82 5.36 0.33 -0.418
S -2.45 3.77 0.48 1.020
H -2.29 6.05 -0.34 0.057
H -0.20 6.49 1.17 0.101
H 0.42 4.37 2.57 0.077
H -2.12 1.48 2.10 0.114
H -0.96 2.07 3.31 0.075
S 1.44 1.93 3.68 0.669
H 2.92 0.36 2.24 0.117
H 3.69 -1.09 0.28 0.117
H 3.40 -3.37 -0.62 0.120
H 0.20 -5.92 1.07 0.097
H -0.61 -5.25 -0.38 0.087
```

Net charge: 0
Relative energy (zero: lowest compared OMol25 entry of this formula, charge and spin), eV: 0.492

# 4
Density functional theory data (ωB97M-V/def2-TZVPD) for a molecular structure, C22H31N7OPd.

Geometry as XYZ:
```
62
Properties=species:S:1:pos:R:3:lowdin_charge:R:1
Pd 0.30 0.43 -0.31 0.952
O 3.59 -1.01 1.37 0.101
C 2.63 -0.88 0.63 -0.492
N 2.17 0.28 0.11 -0.116
C 3.03 1.44 0.17 -0.138
C 2.21 2.66 0.13 -0.239
C 2.77 3.92 0.31 0.014
C 1.97 5.03 0.25 -0.017
C 0.61 4.86 0.00 -0.034
C 0.12 3.59 -0.18 -0.105
N 0.90 2.50 -0.12 0.024
C 1.85 -2.03 0.10 -0.185
C 2.34 -3.32 0.18 0.036
C 1.65 -4.32 -0.48 -0.013
C 0.51 -3.98 -1.21 -0.041
C 0.10 -2.67 -1.23 -0.133
N 0.75 -1.70 -0.57 0.019
H 3.71 1.44 -0.69 0.153
H 3.66 1.40 1.06 0.142
H 3.83 4.01 0.50 0.136
H 2.38 6.02 0.39 0.127
H -0.06 5.71 -0.05 0.110
H -0.92 3.44 -0.41 0.071
H 3.25 -3.49 0.74 0.136
H 2.00 -5.34 -0.45 0.125
H -0.04 -4.73 -1.76 0.115
H -0.76 -2.36 -1.81 0.098
N -1.73 1.10 -0.36 0.078
C -2.50 1.96 -0.25 -0.258
N -3.36 2.93 -0.13 -0.076
C -3.86 3.32 1.22 -0.116
C -4.49 4.71 1.12 -0.169
C -3.57 5.61 0.30 -0.174
C -3.54 5.16 -1.17 -0.155
C -3.86 3.67 -1.31 -0.114
H -3.02 3.35 1.90 0.130
H -4.58 2.58 1.58 0.122
H -4.62 5.09 2.13 0.126
H -5.48 4.66 0.67 0.123
H -2.57 5.56 0.73 0.102
H -3.90 6.65 0.37 0.121
H -2.57 5.39 -1.61 0.108
H -4.28 5.71 -1.75 0.122
H -3.41 3.25 -2.20 0.131
H -4.93 3.51 -1.37 0.127
N -4.59 -3.38 0.51 0.065
C -4.55 -2.10 -0.29 -0.088
C -3.11 -1.84 -0.69 -0.216
N -2.19 -1.78 0.43 -0.073
C -2.29 -2.97 1.27 -0.182
C -3.71 -3.27 1.73 -0.089
H -4.24 -4.14 -0.08 0.184
H -5.55 -3.62 0.77 0.188
H -4.94 -1.31 0.35 0.137
H -5.21 -2.22 -1.15 0.140
H -3.05 -0.91 -1.25 0.109
H -2.79 -2.65 -1.36 0.117
H -2.31 -0.93 0.96 0.090
H -1.66 -2.85 2.15 0.140
H -1.90 -3.82 0.71 0.123
H -4.11 -2.47 2.34 0.139
H -3.77 -4.20 2.29 0.142
```

Net charge: +2
Relative energy (zero: lowest compared OMol25 entry of this formula, charge and spin), eV: 0.854